Entry 1:
Density functional theory data (ωB97M-V/def2-TZVPD) for a 2-piece molecular cluster, C2H9N2O overall in a non-equilibrium geometry.

Output
- Total energy: -7239.087 eV
- Charge: +1
- Multiplicity: 1
- HOMO level: -13.7 eV

XYZ file:
```
14
Properties=species:S:1:pos:R:3:nbo_charge:R:1
H 0.26197 0.13477 -1.49497 0.43
C 0.69811 1.58631 0.00387 -0.16
H 0.07449 -0.46079 -0.09525 0.48
N -0.53241 0.32204 1.40297 -0.84
H -1.26623 -0.04752 0.86815 0.40
N 0.71138 0.23430 -0.60560 -0.74
H -0.42063 -0.08224 2.33435 0.42
O -0.60267 -2.43607 -0.99687 -0.97
H 0.83268 2.43068 -0.76877 0.26
H -1.22133 -2.10077 -1.64970 0.48
C -0.05433 1.51450 1.16068 0.07
H 1.72390 -0.11086 -0.56944 0.46
H -0.16594 -3.22218 -1.47297 0.51
H -0.03899 2.23784 1.88355 0.22
```



Entry 2:
Density functional theory data (ωB97M-V/def2-TZVPD) for a 3-piece molecular cluster, C2H9N2O overall in a non-equilibrium geometry.

Output
- Total energy: -7234.289 eV
- Charge: +1
- Multiplicity: 1
- HOMO level: -14.8 eV

XYZ file:
```
14
Properties=species:S:1:pos:R:3:nbo_charge:R:1
N 0.55441 -0.46003 1.88789 -0.25
H -3.63311 4.35091 -2.39479 0.01
H 2.18518 -1.26017 -1.37319 0.30
H 0.68794 -1.53563 -2.23796 0.27
O -1.31532 1.27829 1.15584 -0.91
H -0.77955 0.52294 1.42564 0.47
C 1.20009 -1.73789 -1.30861 -0.53
H 1.19078 -0.10194 2.61151 0.41
H -2.92955 4.28007 -2.14189 -0.01
H 1.96055 -1.83126 1.08562 0.20
H 1.32432 -2.82006 -1.14177 0.31
H -2.02321 1.61590 1.71798 0.50
N 0.48403 -1.12725 -0.24043 0.09
C 1.09345 -1.17388 0.95418 0.13
```



Entry 3:
Density functional theory data (ωB97M-V/def2-TZVPD) for a 2-piece molecular cluster, C2H9N2S overall.

Output
- Total energy: -16036.410 eV
- Charge: -1
- Multiplicity: 1
- HOMO level: -3.0 eV

XYZ file:
```
14
Properties=species:S:1:pos:R:3:nbo_charge:R:1
H -1.07726 -1.54436 0.72384 0.18
C 0.93484 0.01175 0.60853 -0.05
H 1.67247 1.80992 0.05865 0.33
H -0.64473 0.68231 -0.33720 0.40
H 1.34403 -0.04894 1.62280 0.14
H -1.45118 -0.55310 2.19022 0.16
H -2.34227 -0.30643 0.69711 0.20
H 1.00774 -0.98968 0.15804 0.16
H -0.66214 -0.05244 -3.65718 0.10
N 1.82698 0.83423 -0.20143 -0.86
S -0.34019 -0.53520 -2.43475 -1.06
C -1.35854 -0.55645 1.10212 -0.42
H 1.53910 0.75461 -1.17904 0.40
N -0.44885 0.49379 0.64830 -0.68
```



Entry 4:
Density functional theory data (ωB97M-V/def2-TZVPD) for an isolated ion of composition C2H9N2S and charge +1 in a non-equilibrium geometry.

Output
- Total energy: -16027.085 eV
- Charge: +1
- SMILES: C[C@@H]([NH3+])NS
- Multiplicity: 1
- HOMO level: -12.8 eV

XYZ file:
```
14
Properties=species:S:1:pos:R:3:nbo_charge:R:1
H 0.84597 0.43342 -1.40868 0.41
H -0.18829 -2.11473 0.24102 0.42
H -1.65208 1.20391 0.87996 0.23
S 2.69025 -0.12444 0.14654 0.23
H -1.36790 -1.78999 -0.71962 0.43
N 1.10801 0.17462 -0.47706 -0.74
H -1.39279 1.59595 -0.80421 0.25
C 0.02452 0.19331 0.35369 0.22
H -1.58170 -1.39133 0.77495 0.41
C -0.90911 1.32831 0.19046 -0.67
H 0.44115 0.13370 1.41372 0.24
H -0.36438 2.16457 0.39349 0.26
H 3.20689 -0.42440 -1.05816 0.15
N -0.86054 -1.38291 0.07390 -0.83
```



Entry 5:
Density functional theory data (ωB97M-V/def2-TZVPD) for a 2-piece molecular cluster, C2H9N2S overall in a non-equilibrium geometry.

Output
- Total energy: -16026.655 eV
- Charge: +1
- Multiplicity: 1
- HOMO level: -12.9 eV

XYZ file:
```
14
Properties=species:S:1:pos:R:3:nbo_charge:R:1
N -2.36553 0.47960 -0.35450 -0.84
N 2.33461 -1.12678 -0.30506 -0.96
H 0.97867 0.45464 0.58759 0.20
C -1.21939 1.27090 0.28303 -0.33
H 1.98396 -0.62800 -1.11878 0.45
H -3.05076 1.11804 -0.78249 0.38
C -0.10985 0.34078 0.40442 -0.26
H 2.98039 -1.96904 -0.73627 0.46
H -2.97048 -0.02391 0.37081 0.38
H 2.96392 -0.68032 0.33576 0.45
S -0.47481 -1.22172 0.31810 0.16
H 1.41674 -1.63308 0.06229 0.41
H -0.86983 2.03440 -0.33592 0.24
H -1.59764 1.58449 1.27103 0.26
```



Entry 6:
Density functional theory data (ωB97M-V/def2-TZVPD) for a 2-piece molecular cluster, C2H9N2S2 overall in a non-equilibrium geometry.

Output
- Total energy: -26861.453 eV
- Charge: +1
- Multiplicity: 1
- HOMO level: -13.1 eV

XYZ file:
```
15
Properties=species:S:1:pos:R:3:nbo_charge:R:1
H 1.34763 1.63124 -1.52926 0.41
C -0.18693 -1.59224 1.19832 0.35
S -0.54476 1.95835 -0.19320 0.11
H -0.64523 3.22874 -0.81531 0.17
H 0.75717 0.25128 1.79312 0.29
N 0.59361 1.09205 -1.17739 -0.94
S -0.04998 -0.16154 -2.13045 0.18
C 0.94986 -0.63900 1.24528 -0.80
H -1.25756 -0.20207 0.26081 0.41
H -2.20734 -1.35358 0.56259 0.44
H 1.28779 -0.07612 0.25397 0.33
H -0.38568 -2.50414 1.61403 0.23
H 1.93884 -0.97377 1.51469 0.28
N -1.26607 -1.07211 0.69858 -0.60
H -0.33136 0.41290 -3.29578 0.13
```



Entry 7:
Density functional theory data (ωB97M-V/def2-TZVPD) for a 2-piece molecular cluster, C2H9N3O overall in a non-equilibrium geometry.

Output
- Total energy: -8733.851 eV
- Charge: 0
- Multiplicity: 1
- HOMO level: -7.5 eV

XYZ file:
```
15
Properties=species:S:1:pos:R:3:nbo_charge:R:1
O 0.93245 0.78214 -1.30373 -0.69
H -1.48566 0.17360 1.79861 0.36
H -1.57928 0.31092 -1.73047 0.32
H 2.66726 -0.34930 0.75760 0.22
H 1.38932 -1.21526 1.27321 0.22
C 1.60347 -0.25465 0.81065 -0.70
N -1.95208 -0.32222 -1.03921 -0.68
C 0.83854 -0.27764 -0.52799 0.25
N -1.09516 -0.50264 0.07804 -0.18
N -1.07706 0.55274 0.98164 -0.70
H -1.57126 1.35313 0.64542 0.34
H 1.26786 0.56663 1.50563 0.23
H 1.09135 -1.22154 -0.89211 0.16
H -1.95123 -1.20738 -1.54132 0.35
H 0.92148 1.61147 -0.81597 0.49
```



Entry 8:
Density functional theory data (ωB97M-V/def2-TZVPD) for a 2-piece molecular cluster, C2H9N3O overall in a non-equilibrium geometry.

Output
- Total energy: -8728.821 eV
- Charge: +1
- Multiplicity: 2
- <S²>: 0.760
- HOMO level (alpha / beta): -14.4 / -14.4 eV

XYZ file:
```
15
Properties=species:S:1:pos:R:3:nbo_charge:R:1
N -0.81154 -0.85457 -0.31240 -0.49
H -1.44056 -1.42173 0.23185 0.41
H 0.41327 3.23361 -0.69388 0.48
N 0.79048 -2.12000 0.69968 -0.67
C -1.37730 0.45574 -0.67822 -0.44
H 0.90644 1.76648 -0.39845 0.46
H 1.78357 0.07258 1.47123 0.38
H -2.43932 0.37198 -0.83065 0.24
N 1.01949 0.18032 0.80977 -0.35
C 0.36476 -0.90702 0.38899 0.57
H -0.86153 0.78637 -1.55459 0.25
H 1.65497 -2.32317 1.19225 0.44
O 1.03068 2.54141 -0.92295 -0.95
H -1.33089 1.18166 0.13727 0.22
H 0.29748 -2.96366 0.46011 0.43
```